(1)
The following is a quantum chemistry calculation of a molecular structure, C29H35BN5NdS5Si, from the OMol25 dataset.

- energy (Eh) = -4266.6249
- max |F| (eV/Å) = 0.60
- E_LUMO (alpha / beta) (eV) = -0.13 / 0.18
- 2S+1 = 4
- charge = 0
- HOMO-LUMO gap (alpha / beta) (eV) = 7.21 / 7.52
- HOMO (alpha / beta) (eV) = -7.3 / -7.3

The geometry in XYZ format:
```
77
Properties=species:S:1:pos:R:3:forces:R:3
Nd -0.319 1.219 0.281 0.4 0.4 -0.2
B -4.034 -0.110 0.791 0.0 0.0 0.0
N -2.873 -0.447 1.813 0.0 0.0 0.0
C -3.092 -1.279 2.834 0.0 0.0 0.0
C -1.987 -1.285 3.672 0.0 0.0 0.0
C -1.111 -0.395 3.071 0.0 0.0 0.0
N -1.649 0.107 1.950 -0.2 -0.2 0.1
N -3.644 0.806 -0.440 0.0 0.0 0.0
C -4.545 1.112 -1.376 0.0 0.0 0.0
C -3.975 1.971 -2.305 0.0 0.0 0.0
C -2.682 2.152 -1.839 0.0 0.0 0.0
N -2.489 1.443 -0.717 -0.1 -0.1 0.0
H -4.411 -1.172 0.339 0.0 0.1 0.0
H -4.903 0.460 1.399 0.0 0.0 0.0
H -4.031 -1.803 2.909 0.0 0.0 0.0
H -1.852 -1.841 4.582 0.0 0.0 0.0
H -0.126 -0.085 3.390 0.0 0.0 0.0
H -5.543 0.709 -1.315 0.0 0.0 0.0
H -4.438 2.407 -3.171 0.0 0.0 0.0
H -1.890 2.769 -2.238 0.0 0.0 0.0
C 1.897 1.418 -0.906 -0.1 0.2 0.0
Si 2.390 -0.283 -1.277 0.0 -0.1 -0.1
C 0.831 -1.101 -2.013 0.0 -0.1 0.1
N -0.338 -1.117 -1.088 0.1 0.0 0.0
C -0.150 -2.182 -0.045 0.0 0.0 -0.1
C -1.322 -3.146 0.056 0.0 0.0 0.0
C -1.577 -3.811 -1.296 0.0 0.0 0.0
C -1.716 -2.754 -2.415 0.0 0.0 0.0
C -1.596 -1.348 -1.843 0.0 0.0 0.0
C 3.784 -0.670 -2.472 0.0 0.0 -0.1
C 3.564 -1.186 -3.752 0.1 0.0 0.0
C 4.621 -1.434 -4.621 0.0 0.0 0.0
C 5.922 -1.169 -4.221 0.0 0.0 0.0
C 6.164 -0.655 -2.953 0.0 0.0 0.0
C 5.104 -0.410 -2.092 0.0 0.0 0.0
C 2.822 -1.089 0.370 0.0 -0.1 0.1
C 2.590 -0.412 1.571 0.0 0.0 0.0
C 2.805 -1.016 2.805 0.0 0.0 0.0
C 3.269 -2.321 2.856 0.0 0.0 0.0
C 3.537 -3.005 1.675 0.0 0.0 0.0
C 3.321 -2.393 0.449 0.0 0.0 0.1
H 1.747 1.984 -1.837 -0.1 0.0 0.0
H 2.660 1.945 -0.321 0.0 0.1 0.0
H 1.022 -2.112 -2.397 0.0 0.0 0.0
H 0.560 -0.485 -2.879 0.0 0.0 0.0
H 0.047 -1.729 0.930 0.0 0.0 0.0
H 0.745 -2.755 -0.296 0.0 0.0 0.0
H -2.217 -2.637 0.418 0.0 0.0 0.0
H -1.066 -3.897 0.807 0.0 0.0 0.0
H -2.467 -4.437 -1.243 0.0 0.0 0.0
H -0.741 -4.479 -1.518 0.0 0.0 0.0
H -2.688 -2.830 -2.906 0.0 0.0 0.0
H -0.968 -2.910 -3.194 0.0 0.0 0.0
H -2.435 -1.168 -1.173 0.0 0.0 0.0
H -1.654 -0.593 -2.628 0.0 0.0 0.0
H 2.556 -1.399 -4.089 0.0 0.0 0.0
H 4.428 -1.834 -5.609 0.0 0.0 0.0
H 6.747 -1.361 -4.894 0.0 0.0 0.0
H 7.178 -0.447 -2.636 0.0 0.0 0.0
H 5.311 -0.013 -1.103 0.0 0.0 0.0
H 2.287 0.634 1.549 0.0 0.0 0.0
H 2.630 -0.466 3.721 0.0 0.0 0.0
H 3.441 -2.799 3.812 0.0 0.0 0.0
H 3.920 -4.018 1.713 0.0 0.0 0.0
H 3.540 -2.938 -0.463 0.0 0.0 0.0
C -0.343 7.231 2.683 0.0 0.0 0.0
S -0.418 6.012 4.017 0.0 0.0 0.0
C -1.674 4.964 3.385 0.1 0.0 0.0
C -1.531 4.075 2.381 0.1 0.0 0.0
S -0.069 3.778 1.452 -0.2 -0.3 0.0
S -2.986 3.193 1.993 -0.1 -0.1 -0.1
C -4.056 3.864 3.181 0.0 0.2 -0.1
S -5.634 3.449 3.331 0.0 -0.1 0.0
S -3.263 5.081 4.108 0.0 0.0 0.1
H 0.417 7.959 2.964 0.0 0.0 0.0
H -1.300 7.736 2.570 0.0 0.0 0.0
H -0.052 6.747 1.753 0.0 0.0 0.0
```
Positions in Å, forces in eV/Å.

***

(2)
The following is a quantum chemistry calculation of a gas-phase ion, C4H6N2OP (charge +1) at a distorted geometry, from the OMol25 dataset.

- energy (Eh) = -681.6608
- max |F| (eV/Å) = 4.24
- E_LUMO (alpha / beta) (eV) = -6.26 / -6.40
- charge = +1
- HOMO-LUMO gap (alpha / beta) (eV) = 7.94 / 7.74
- HOMO (alpha / beta) (eV) = -14.2 / -14.1

The geometry in XYZ format:
```
14
Properties=species:S:1:pos:R:3:forces:R:3
C -0.476 -0.678 -2.133 -0.6 0.2 -0.7
C 0.920 0.602 -0.578 -2.6 -1.9 -1.1
C 1.320 2.905 0.676 -2.4 -1.6 -2.7
C -0.813 -1.574 -0.927 3.4 -1.6 -2.0
N 0.442 0.428 -1.749 0.9 0.7 1.2
N -0.258 -1.287 0.337 0.1 2.7 -0.4
O -0.858 -0.742 -3.255 0.5 0.0 1.3
P 2.000 1.312 0.515 0.9 2.3 1.3
H 1.771 3.698 1.231 0.3 0.1 0.6
H 0.313 3.160 0.082 2.4 -0.4 1.6
H -1.824 -1.522 -0.971 -3.5 -0.3 0.1
H -0.443 -2.552 -1.412 -0.6 0.9 1.2
H 0.657 1.078 -2.501 0.2 -0.1 -0.3
H -0.928 -0.580 0.764 1.0 -1.0 -0.2
```
Positions in Å, forces in eV/Å.

***

(3)
The following is a quantum chemistry calculation of a molecular structure, C24H42O9S3 at a distorted geometry, from the OMol25 dataset.

- energy (Eh) = -2810.8743
- max |F| (eV/Å) = 7.07
- E_LUMO (eV) = -0.03
- charge = 0
- HOMO-LUMO gap (eV) = 7.62
- HOMO (eV) = -7.6

The geometry in XYZ format:
```
78
Properties=species:S:1:pos:R:3:forces:R:3
C -3.854 -4.670 -0.378 0.6 0.7 -0.4
S -2.774 -3.652 -1.528 -2.0 0.2 -1.4
O -3.761 -2.867 -2.383 0.9 -0.7 1.3
C -2.081 -2.576 -0.213 -1.9 0.0 -0.6
H -3.139 -5.208 0.244 -0.3 -0.2 0.2
H -4.506 -5.315 -0.967 0.5 -0.2 -0.2
H -4.540 -4.039 0.187 0.4 0.3 0.2
H -1.741 -1.586 -0.516 0.2 -1.2 -0.7
H -1.329 -3.084 0.392 -1.5 0.4 -0.8
H -2.948 -2.315 0.393 -0.1 -0.3 0.2
C 1.626 -3.563 0.367 1.0 -2.0 -1.7
S -0.003 -4.475 0.557 2.4 -3.6 -2.3
O -0.443 -4.687 -0.878 1.0 -0.7 1.9
C 0.759 -6.050 1.243 0.0 -0.2 -1.0
H 2.116 -3.252 1.290 -0.1 -0.5 0.1
H 1.518 -2.666 -0.243 -0.8 -1.4 -0.1
H 2.310 -4.131 -0.263 -0.1 -0.8 0.4
H 0.029 -6.858 1.300 -0.4 0.4 0.2
H 1.257 -5.934 2.205 -0.2 0.4 0.0
H 1.485 -6.422 0.520 0.1 0.3 -0.1
C -3.391 1.430 -2.889 0.6 -1.6 -1.1
S -2.562 -0.182 -2.495 0.0 -0.6 -0.5
O -1.618 -0.512 -3.629 -0.5 0.7 0.8
C -1.546 0.355 -1.072 -1.3 1.3 -2.2
H -3.854 1.188 -3.845 -0.1 -0.1 0.0
H -2.610 2.183 -2.999 -0.6 -1.2 -0.8
H -4.162 1.801 -2.214 0.2 -0.5 0.3
H -2.283 0.487 -0.281 0.0 -0.3 -0.3
H -1.277 1.373 -1.356 0.5 -0.6 -0.5
H -0.663 -0.185 -0.729 -0.9 -0.4 -1.2
C 0.948 -1.143 0.826 0.5 2.9 0.6
C 0.037 -1.932 1.448 -1.4 1.5 1.1
C -1.237 -1.399 1.773 0.9 0.8 1.4
C -1.489 -0.041 1.624 1.5 -0.6 1.1
C -0.454 0.769 1.149 0.4 0.0 1.5
C 0.726 0.249 0.689 0.0 -1.9 0.5
H 1.921 -1.550 0.593 -0.3 1.3 0.3
H 0.287 -2.979 1.535 -0.8 2.1 1.7
H -2.016 -2.000 2.218 0.2 -0.2 0.1
H -2.417 0.395 1.963 -0.2 0.0 -0.1
H -0.589 1.840 1.123 0.8 -1.5 0.9
H 1.526 0.815 0.233 -1.1 0.1 0.9
O 3.477 0.030 0.898 1.5 -5.6 -4.0
C 3.672 0.227 -0.293 -0.1 -0.2 -1.1
O 4.586 -0.378 -1.052 1.9 -1.4 2.4
C 4.466 -0.203 -2.447 -2.3 0.5 0.1
C 3.634 1.050 -2.512 -0.2 1.9 -1.3
C 2.919 1.208 -1.176 0.9 -1.4 -0.7
H 3.782 -1.007 -2.718 0.6 -0.4 -0.7
H 5.369 -0.140 -3.055 0.2 -0.4 0.8
H 2.942 0.962 -3.349 -0.1 0.2 0.1
H 4.227 1.941 -2.716 0.2 -0.1 0.0
H 1.935 0.758 -1.305 -0.1 0.8 0.0
H 2.985 2.186 -0.698 -0.5 -0.1 -0.5
O -2.427 3.428 -2.092 1.1 3.0 3.5
C -2.385 3.536 -0.865 1.3 -0.5 -2.1
O -3.416 3.871 -0.156 -2.4 1.0 0.9
C -3.246 3.619 1.244 0.2 0.4 1.0
C -1.706 3.611 1.504 -1.0 -1.3 -1.9
C -1.272 3.133 0.053 -0.5 2.5 -0.3
H -3.841 2.736 1.477 0.6 -0.6 -0.1
H -3.737 4.363 1.871 0.0 0.5 -0.6
H -1.407 2.852 2.226 -0.2 0.4 0.3
H -1.359 4.596 1.817 0.1 -0.1 -0.3
H -1.259 2.052 -0.082 -0.1 1.6 0.1
H -0.347 3.577 -0.315 -0.3 -0.3 0.0
O 3.290 5.023 0.261 -0.7 -1.8 0.4
C 2.981 3.976 0.821 0.3 3.1 -0.1
O 3.887 3.256 1.472 0.6 0.3 -0.4
C 3.306 2.039 1.955 0.0 2.0 2.1
C 1.857 2.393 2.136 -0.9 -0.4 1.0
C 1.573 3.433 1.043 0.9 -1.3 0.9
H 3.744 1.770 2.916 0.3 0.4 0.2
H 3.533 1.185 1.318 -0.5 3.4 1.5
H 1.636 2.764 3.137 0.4 0.7 0.1
H 1.228 1.502 2.137 0.5 0.6 -0.1
H 0.849 4.172 1.386 0.3 0.1 -0.6
H 1.266 2.867 0.163 -0.1 0.6 -0.1
```
Positions in Å, forces in eV/Å.

***

(4)
The following is a quantum chemistry calculation of 2 unconnected molecules or ions with the total composition C10H21N3O3 at a distorted geometry, from the OMol25 dataset.

- energy (Eh) = -783.6707
- max |F| (eV/Å) = 2.79
- SMILES string = CC[C@H](C)[C@H](NC(C)=O)C(=O)NC.NC=O
- E_LUMO (eV) = 0.41
- charge = 0
- HOMO-LUMO gap (eV) = 9.86
- HOMO (eV) = -9.5

The geometry in XYZ format:
```
37
Properties=species:S:1:pos:R:3:forces:R:3
C -3.443 -1.213 -0.070 0.4 0.2 -0.2
C -2.013 -1.221 -0.627 0.2 0.0 0.4
C -1.060 -0.200 0.044 -0.2 0.4 -0.3
C -1.516 1.235 -0.300 0.3 -0.4 0.3
C 0.426 -0.412 -0.363 -0.5 -0.4 0.2
N 0.857 -1.793 -0.079 -0.1 2.0 0.4
C 1.056 -2.797 -0.934 0.4 -1.5 -1.0
C 0.857 -2.594 -2.424 -0.1 0.1 0.3
O 1.409 -3.889 -0.522 0.0 -0.2 0.2
C 1.389 0.559 0.359 -0.4 0.0 0.8
O 1.111 1.029 1.459 -0.4 -0.2 -0.1
N 2.570 0.863 -0.190 0.7 0.0 -0.9
C 3.138 0.335 -1.430 -0.3 -0.1 0.3
H -3.946 -0.277 -0.308 -0.1 0.0 0.1
H -3.422 -1.355 1.011 -0.1 0.0 0.0
H -4.007 -2.030 -0.521 -0.1 0.1 0.1
H -1.637 -2.231 -0.470 0.2 -0.1 -0.1
H -2.050 -1.037 -1.702 0.1 0.0 -0.1
H -1.136 -0.334 1.125 0.1 0.0 0.1
H -1.499 1.388 -1.379 -0.1 0.0 -0.1
H -0.875 1.977 0.175 0.0 0.0 0.0
H -2.527 1.409 0.066 0.0 0.0 -0.1
H 0.498 -0.210 -1.430 0.1 -0.2 -0.2
H 1.014 -2.033 0.888 0.0 0.0 0.1
H -0.169 -2.299 -2.623 -0.1 0.2 -0.2
H 1.543 -1.834 -2.787 0.0 0.2 -0.2
H 1.062 -3.535 -2.934 0.0 0.1 0.2
H 3.142 1.490 0.356 -0.1 -0.1 0.1
H 2.495 0.576 -2.277 0.1 0.0 -0.1
H 3.254 -0.748 -1.355 0.0 0.0 -0.1
H 4.122 0.776 -1.601 -0.2 0.0 0.1
N 0.437 3.455 2.993 -0.7 -1.3 -0.9
C -0.695 3.435 3.761 2.1 1.4 1.2
O -0.711 4.173 4.729 -1.1 -0.1 0.2
H 1.224 3.946 3.405 -0.4 -0.2 -0.1
H 0.618 2.638 2.405 0.2 0.4 0.2
H -1.517 2.759 3.548 -0.1 -0.3 -0.6
```
Positions in Å, forces in eV/Å.